Entry 1:
ORCA calculation (wB97M-V/def2-TZVPD) on a single C6H4O molecule.

XYZ file:
```
11
C6H4O (wB97M-V/def2-TZVPD)
C -3.32354 0.01263 -0.80574
C -2.20969 -0.03868 -0.20039
C -0.90579 0.01326 0.11255
C 0.23302 -0.47901 -0.72260
C 1.42687 -0.18091 0.13390
C 0.98930 0.56560 1.13935
O -0.39952 0.72072 1.13403
H 0.11141 0.26785 -1.52159
H 0.14445 -1.46550 -1.17966
H 2.44578 -0.50747 -0.03060
H 1.48772 1.09150 1.94075
```

## Properties
Kohn-Sham gap = 0.3268 Eh
Spin multiplicity = 1
Net charge = 0
E_LUMO = -0.72 eV

Löwdin population analysis, charges in e, atoms 1 to 5: 0.062 -0.187 -0.284 -0.082 -0.038

=====

Entry 2:
ORCA calculation (wB97M-V/def2-TZVPD) on a single C6H4O molecule.

XYZ file:
```
11
C6H4O (wB97M-V/def2-TZVPD)
C -2.16062 1.22201 0.77498
C -1.92713 0.96683 -0.38462
C -1.13166 0.29690 -1.29331
C -0.19620 -0.45594 -1.48877
C 0.78732 -1.04963 -0.57401
C 1.50908 -0.09308 0.28295
O 0.41747 -0.83213 0.78875
H -2.28398 1.36331 1.82489
H 1.18832 -2.03991 -0.76062
H 1.32414 0.96992 0.11273
H 2.47327 -0.34829 0.71701
```

## Properties
Kohn-Sham gap = 0.3512 Eh
Spin multiplicity = 1
Net charge = 0
E_LUMO = 0.20 eV
Structure (SMILES) = C#CC#C[C@H]1CO1

Löwdin population analysis, charges in e, atoms 1 to 5: 0.145 -0.126 -0.038 0.046 -0.289

=====

Entry 3:
ORCA calculation (wB97M-V/def2-TZVPD) on a molecular structure, C6H4O4S2 at a distorted geometry.

XYZ file:
```
16
C6H4O4S2 (wB97M-V/def2-TZVPD)
C 0.40421 -2.11061 0.32383
C -0.17274 1.62205 -0.80653
C 0.54882 -0.65562 -1.13950
C -1.37697 1.36560 -0.32705
C -0.66772 -1.53362 -0.03919
C 0.60521 0.53682 -0.86770
O 3.19333 0.64264 0.24321
O 1.66284 -0.68788 1.65350
O -1.24263 -0.10019 1.82156
O -3.13490 -0.49752 0.16062
S 1.95877 0.63436 1.09700
S -1.79551 -0.17255 0.47470
H 1.30883 -2.43693 0.78409
H 0.36691 2.57193 -1.13852
H 0.48416 -1.29904 -2.03845
H -2.14260 2.12056 -0.20156
```

## Properties
Kohn-Sham gap = 0.2554 Eh
Spin multiplicity = 1
Net charge = 0
E_LUMO = -1.53 eV

Löwdin population analysis, charges in e, atoms 1 to 5: 0.127 -0.172 -0.051 -0.147 -0.125

=====

Entry 4:
ORCA calculation (wB97M-V/def2-TZVPD) on a single C6H4S molecule at a distorted geometry.

XYZ file:
```
11
C6H4S (wB97M-V/def2-TZVPD)
C -3.06725 0.39278 -0.26694
C -1.61234 0.15198 -0.19316
C -0.40674 -0.03309 0.04407
C 0.96697 -0.22849 0.19803
C 2.14638 -0.44953 0.18301
C 3.59646 -0.48972 0.32885
S 4.70189 0.16580 -0.63698
H -3.24994 1.05991 -1.12658
H -3.57451 -0.52934 -0.51259
H -3.32267 0.85228 0.67675
H 3.82174 -0.89258 1.30556
```

## Properties
Kohn-Sham gap = 0.2933 Eh
Spin multiplicity = 1
Net charge = 0
E_LUMO = -1.07 eV
Structure (SMILES) = CC#CC#CC=S

Löwdin population analysis, charges in e, atoms 1 to 5: -0.088 -0.046 -0.029 -0.040 -0.087

=====

Entry 5:
ORCA calculation (wB97M-V/def2-TZVPD) on a single C6H4S molecule at a distorted geometry.

XYZ file:
```
11
C6H4S (wB97M-V/def2-TZVPD)
C -0.74712 -0.55092 -0.82235
C -0.67101 0.81183 -0.65470
C 0.02625 -1.47189 -0.06684
C 0.18845 1.43239 0.29046
C 0.82580 -0.83673 0.81615
C 0.90152 0.51894 0.98294
S 1.99902 -0.36780 2.08207
H -1.42396 -0.95303 -1.56112
H -1.28963 1.45230 -1.26521
H -0.04535 -2.53679 -0.21063
H 0.23603 2.50171 0.40923
```

## Properties
Kohn-Sham gap (spin up / spin down) = 0.1924 / 0.2778 Eh
Spin multiplicity = 3
⟨S²⟩ = 2.044
Net charge = 0
E_LUMO (spin up / spin down) = 0.64 / -2.15 eV

Löwdin population analysis, charges in e, atoms 1 to 5: -0.112 -0.112 -0.073 -0.073 -0.528

=====

Entry 6:
ORCA calculation (wB97M-V/def2-TZVPD) on 23 unconnected molecules or ions with the total composition C6H58NO27S at a distorted geometry.

XYZ file:
```
93
C6H58NO27S (wB97M-V/def2-TZVPD)
C -4.26000 -0.42133 2.43685
O -2.83800 -0.12233 2.54085
C -2.22600 -0.06433 1.24285
C -0.77800 0.31367 1.55085
N 0.10800 0.39967 0.36085
H -0.02700 -0.44233 -0.18915
H -0.24500 1.13767 -0.23715
C 1.57400 0.55367 0.59685
C 2.36700 0.46767 -0.77415
O 3.73000 0.91567 -0.53015
C 4.40300 0.98967 -1.78015
H -4.84700 -0.69833 3.29785
H -4.31000 -1.40833 1.76085
H -4.74600 0.29267 2.20285
H -2.55200 0.77067 0.59585
H -2.46700 -0.93933 0.85185
H -0.52800 -0.40233 2.28385
H -0.83400 1.08067 2.42385
H 1.81200 -0.30533 1.29185
H 2.04300 1.48367 1.08485
H 1.85300 1.13367 -1.50315
H 2.44800 -0.50533 -1.27615
H 4.03100 1.49367 -2.42615
H 4.46900 -0.06233 -2.16315
H 5.51100 1.39567 -1.56415
S -1.01200 -1.57233 -2.55015
O -2.29200 -0.87533 -2.36615
O -0.24400 -1.37733 -1.38215
O -1.25800 -2.93533 -2.62715
O -0.40400 -1.06633 -3.72815
O 4.63300 0.19567 2.22585
H 4.33200 -0.09533 1.44885
H 4.78100 1.10667 2.14185
O 1.98700 3.46467 -3.05215
H 1.23200 3.75667 -3.50115
H 2.27600 2.94267 -3.88015
O -0.86300 2.21567 -1.40515
H -0.62400 3.10767 -1.74215
H -1.69800 2.17467 -1.61915
O -3.11600 -4.00733 1.77085
H -2.86800 -3.55933 2.58185
H -2.38000 -3.83833 1.14185
O -3.14600 1.46567 -2.25115
H -3.73500 1.38967 -2.99515
H -2.73600 0.60767 -2.11415
O 5.10300 2.79367 1.06585
H 4.34200 2.69667 0.37385
H 5.95900 2.61067 0.50285
O 2.09400 -1.26033 -4.10715
H 1.26800 -1.20733 -3.84115
H 2.05700 -2.04433 -4.87415
O 1.92600 -2.98033 2.83685
H 2.83400 -3.32433 2.78285
H 1.72500 -2.80133 1.86985
O -4.22200 -2.17233 -1.21515
H -3.45300 -1.85433 -1.62515
H -3.83300 -3.05833 -0.96315
O -0.29000 1.41667 -3.98315
H -0.04300 1.84567 -3.15915
H -0.50100 0.35067 -3.76415
O -4.33500 1.52867 5.66385
H -5.02400 0.93067 5.76185
H -3.53800 1.05267 5.70085
O -7.71700 -1.46333 1.91585
H -6.88000 -1.92333 2.22985
H -7.61500 -0.47533 1.86585
O 6.59700 -2.54133 -2.97915
H 6.81800 -1.89033 -2.37715
H 6.81700 -3.45333 -2.44215
O 7.31800 2.73267 -0.58215
H 7.46200 1.85967 -1.25515
H 7.99500 2.78367 0.06285
O -5.77900 -3.41733 2.57185
H -5.01400 -3.54333 2.21385
H -6.37000 -4.20233 2.68785
O 3.15900 0.93367 -5.13115
H 2.79100 0.23567 -4.59715
H 2.41500 1.38367 -5.57415
O -1.99200 0.38767 5.07485
H -2.14500 -0.54633 5.29085
H -1.99200 0.29967 4.12385
O -5.33200 0.48367 -0.61115
H -4.71500 0.69367 -1.22515
H -5.00600 -0.38133 -0.64315
O 2.53400 3.82667 -0.55015
H 3.41600 4.35467 -0.57815
H 2.09900 3.73967 -1.39915
O 0.27200 1.93867 4.69885
H 1.11600 1.79567 5.30985
H -0.42800 1.36367 5.10885
O 0.45900 -3.23233 0.29985
H 0.03500 -2.58633 -0.44415
H 1.05700 -3.83633 -0.26815
```

## Properties
Kohn-Sham gap = 0.3059 Eh
Spin multiplicity = 1
Net charge = -1
E_LUMO = 1.46 eV

Löwdin population analysis, charges in e, atoms 1 to 5: -0.021 -0.203 -0.154 -0.085 0.067

=====

Entry 7:
ORCA calculation (wB97M-V/def2-TZVPD) on a single C6H5BrClF3N2 molecule at a distorted geometry.

XYZ file:
```
18
C6H5BrClF3N2 (wB97M-V/def2-TZVPD)
N 1.99129 -1.08397 -0.19612
C 0.73751 -0.82101 0.22787
Cl 0.75301 -0.08453 1.88526
N -0.27238 -1.18180 -0.31836
C -1.63354 -1.14650 -0.11066
C -2.34846 -0.02445 -0.03357
Br -4.29340 -0.33186 0.16344
C -1.95422 1.29998 0.04062
C -0.67793 1.73528 -0.13718
C -0.34374 3.14993 0.29481
F -0.51699 4.02984 -0.78024
F -1.00132 3.64735 1.30139
F 1.01649 3.21305 0.60946
H 2.78407 -0.62194 0.20282
H 2.19093 -0.83348 -1.15838
H -2.09669 -2.18067 -0.08118
H -2.83682 2.02884 0.34686
H 0.14584 1.17990 -0.49000
```

## Properties
Kohn-Sham gap = 0.3093 Eh
Spin multiplicity = 1
Net charge = 0
E_LUMO = -0.37 eV
Structure (SMILES) = N/C(Cl)=N/C=C(Br)\C=C\C(F)(F)F

Löwdin population analysis, charges in e, atoms 1 to 5: 0.089 -0.817 0.665 0.072 -0.182

=====

Entry 8:
ORCA calculation (wB97M-V/def2-TZVPD) on a molecular structure, C6H5BrClN2O4S at a distorted geometry.

XYZ file:
```
20
C6H5BrClN2O4S (wB97M-V/def2-TZVPD)
C 1.36429 2.15344 0.09938
C -0.04224 2.08005 0.03008
C 2.05237 0.92840 0.06249
C -0.72707 0.74666 -0.28901
C 1.40383 -0.22656 -0.24058
C -0.20355 -1.71684 -0.44898
N 0.00744 -0.37499 -0.35408
N -2.07343 0.82553 -0.27780
O -0.76550 3.03893 0.16881
O 2.38321 -2.67186 -1.06915
O 1.87603 -2.36564 1.33362
O -1.23367 -2.20500 0.33855
S 1.58831 -1.99357 -0.05274
Cl -4.32593 -0.42810 0.94917
Br 3.89776 0.86788 0.33627
H 1.95116 2.92180 0.56289
H -0.21328 -2.13955 -1.59073
H -2.22725 1.79734 -0.16343
H -2.87678 0.21878 -0.02196
H -1.83569 -1.45667 0.62721
```

## Properties
Kohn-Sham gap (spin up / spin down) = 0.1963 / 0.2246 Eh
Spin multiplicity = 3
⟨S²⟩ = 2.048
Net charge = -1
E_LUMO (spin up / spin down) = 2.43 / 0.58 eV

Löwdin population analysis, charges in e, atoms 1 to 5: -0.035 -0.401 -0.679 -0.196 -0.261

=====

Entry 9:
ORCA calculation (wB97M-V/def2-TZVPD) on a single C6H5BrClNO2 molecule at a distorted geometry.

XYZ file:
```
16
C6H5BrClNO2 (wB97M-V/def2-TZVPD)
O 0.87053 -0.50317 2.52874
N 0.15418 -1.18748 1.80340
O -0.09209 -2.36358 1.89413
C -0.41888 -0.47087 0.47634
C -0.08045 0.93541 0.57266
C 1.21300 1.14604 0.35412
C 2.26420 0.20925 0.06854
Br 4.05408 0.80795 0.07676
C 1.83585 -0.97389 -0.38442
Cl 2.93506 -2.18074 -1.18121
C 0.36359 -1.13205 -0.62966
H -1.45882 -0.68190 0.28671
H -0.64159 1.75176 1.06049
H 1.62734 2.12648 0.23817
H 0.23930 -2.15939 -0.76611
H -0.05200 -0.56023 -1.49878
```

## Properties
Kohn-Sham gap = 0.3301 Eh
Spin multiplicity = 1
Net charge = 0
E_LUMO = -0.26 eV
Structure (SMILES) = O=[N+]([O-])[C@H]1C=CC(Br)=C(Cl)C1

Löwdin population analysis, charges in e, atoms 1 to 5: 0.075 -0.332 0.091 -0.192 -0.050

=====

Entry 10:
ORCA calculation (wB97M-V/def2-TZVPD) on 2 unconnected molecules or ions with the total composition C6H5BrN2S2 at a distorted geometry.

XYZ file:
```
16
C6H5BrN2S2 (wB97M-V/def2-TZVPD)
C 0.77385 -2.55027 -1.39188
C -0.53814 -2.40561 -1.66844
C 0.57731 -0.53537 -0.84676
C -0.57418 0.93539 1.80262
C -1.19293 2.15473 1.13608
C 1.19393 1.47598 0.55528
N 1.44453 -1.41789 -1.12613
N 0.62300 0.66115 1.50556
S -1.04905 -0.76382 -1.33870
S 0.10685 2.78280 0.07315
Br 2.97506 1.63722 0.19327
H 1.36526 -3.47080 -1.53000
H -1.04658 -3.29451 -1.93569
H -1.01058 0.00963 2.15523
H -2.13345 1.95363 0.47646
H -1.51488 2.82774 1.93995
```

## Properties
Kohn-Sham gap (spin up / spin down) = 0.2889 / 0.2530 Eh
Spin multiplicity = 1
Net charge = 0
E_LUMO (spin up / spin down) = -0.61 / -0.57 eV

Löwdin population analysis, charges in e, atoms 1 to 5: -0.290 -0.412 -0.481 -0.235 -0.448

=====

Q: Which value of spin multiplicity does entry 3 give?
A: 1

=====

Q: Which value of net charge does entry 10 give?
A: 0